The following is a DFT calculation (ωB97M-V/def2-TZVPD) of a 3-piece molecular cluster, C3H12NO3S overall.

Atoms and positions in Å:
C: 0.6084 -1.4641 -0.5604
C: 1.5917 -1.7413 0.5732
S: 0.8374 -2.4813 2.0404
N: -0.5045 -0.6730 -0.1366
C: -0.2640 0.7885 -0.2745
O: 0.1055 1.1808 -1.5192
H: 0.2616 -2.4035 -0.9840
H: 1.1423 -0.9413 -1.3589
H: 2.4049 -2.3647 0.2164
H: 2.0567 -0.7979 0.8740
H: -0.2981 -1.7757 1.9782
H: -1.3734 -0.9278 -0.5726
H: 0.5098 1.0274 0.4992
H: -1.1653 1.3477 0.0549
H: 0.1193 3.0133 -2.0057
H: 1.5243 3.2434 -1.7720
O: 0.7521 3.7690 -2.0493
H: -3.1344 1.0020 2.0206
H: -2.3015 0.1121 1.0967
O: -2.8729 0.0864 1.8796

Output
Spin multiplicity: 1
HOMO: -3.57 eV
Total charge: -1
Energy relative to the best compared isomer or geometry (same formula, charge and spin): 12.6 kcal/mol
Gap between HOMO and LUMO: 6.90 eV